{
  "formula": "C36H28Cl4HfN4O5SSi",
  "method": "ωB97M-V with the def2-TZVPD basis set",
  "species": ["H", "H", "C", "C", "Cl", "H", "C", "Cl", "O", "O", "H", "C", "C", "O", "C", "H", "N", "C", "C", "N", "C", "C", "H", "H", "C", "H", "C", "C", "C", "H", "C", "H", "O", "C", "C", "C", "C", "C", "C", "C", "C", "H", "H", "Hf", "H", "C", "C", "C", "Cl", "C", "Si", "C", "N", "O", "H", "C", "C", "H", "S", "C", "Cl", "H", "C", "H", "H", "H", "H", "C", "H", "C", "H", "H", "C", "H", "H", "H", "H", "C", "H", "N"],
  "positions_angstrom": [[-1.7083, 3.6214, 2.0534], [6.1112, 0.2689, -0.1393], [4.2218, 1.3087, -0.2491], [1.9286, -0.4245, -2.1882], [-2.0386, -1.9529, -0.1903], [2.4458, 3.6272, 1.1249], [4.0282, -3.0264, 0.3454], [-5.4622, 1.3349, 2.4434], [1.0785, -1.2728, 3.9059], [3.3238, -1.0144, 5.2240], [-1.2983, 4.9542, 0.9566], [3.3754, 2.0534, -1.0541], [1.4439, 3.6344, 1.5607], [5.2192, 0.0754, 4.9047], [4.6710, -2.4394, -0.7518], [2.4140, -0.2686, -3.1463], [3.7669, 0.8952, 1.0440], [-5.9659, -2.0241, 0.3750], [-2.9481, 1.5011, -1.4664], [0.7874, 0.1508, -1.9544], [-6.1788, -0.8931, 1.1472], [2.6933, -2.7932, 0.5867], [-3.6489, 2.9192, -4.4562], [-6.7955, -2.6628, 0.1015], [-1.4762, 3.8741, 1.0165], [1.4809, 3.0477, 2.4837], [-3.6455, -1.4932, 0.3269], [3.9822, -1.6176, -1.6026], [-1.7905, 1.9755, -3.8833], [1.0869, 3.4150, -1.9579], [-3.6963, 2.1572, -2.4612], [-3.3753, 1.3688, -0.4861], [0.7277, -1.6095, -0.0181], [5.8661, 1.2856, -1.9938], [-4.6826, -2.3287, -0.0435], [4.4967, 0.6891, 2.1707], [2.4331, 0.0290, 2.4654], [1.1315, -0.5554, 2.9190], [-3.1209, 2.3977, -3.6660], [-1.1255, 1.2894, -2.8453], [3.7820, 2.4203, -2.3290], [5.3528, 2.3371, -3.7952], [2.4563, -1.1836, 4.7634], [-0.2731, 0.2194, 0.2216], [4.5951, -3.6725, 1.0045], [5.0317, 2.0437, -2.8030], [-1.1191, 2.2560, -5.0908], [5.4653, 0.9073, -0.7211], [6.3644, -2.7394, -1.0134], [-3.7915, -0.3436, 1.1043], [0.0849, 3.0037, 0.3882], [2.6369, -1.3230, -1.3309], [2.4830, 0.5131, 1.2379], [0.1246, -0.2593, 2.1839], [-2.3623, 3.6383, 0.4225], [3.6853, 0.1061, 3.1207], [0.3488, 3.8716, -1.2934], [3.1203, 3.0170, -2.9462], [-2.4903, 0.7202, 1.5647], [0.2135, 0.8747, -3.0380], [6.0955, 1.2338, 2.3269], [-1.6472, 2.7876, -5.8731], [1.9748, -1.9118, -0.2414], [2.4052, 2.3406, -0.6922], [0.7143, 2.1008, -6.1592], [-0.6013, 3.9025, -1.8391], [1.2202, 4.6709, 1.8362], [0.8442, 1.1853, -4.2182], [2.1876, -3.2543, 1.4265], [4.1390, -0.2707, 4.4993], [-4.4802, -3.2050, -0.6457], [-4.7041, 2.4712, -2.2276], [-5.1167, -0.0764, 1.4950], [-7.1726, -0.6310, 1.4851], [1.8752, 0.9170, -4.3949], [6.8357, 0.9628, -2.3539], [4.4814, -1.1583, -2.4480], [0.1797, 1.8763, -5.2456], [0.6537, 4.9106, -1.1223], [-1.7189, 1.0542, -1.6261]],
  "lowdin_charge": [0.02, 0.08, -0.19, -0.06, 0.78, 0.01, -0.07, 0.67, 0.10, 0.13, 0.03, -0.03, -0.24, 0.08, -0.66, 0.12, -0.03, -0.08, -0.14, 0.03, -0.11, 0.02, 0.13, 0.11, -0.27, 0.02, -0.61, -0.07, -0.15, -0.01, -0.01, 0.04, -0.28, -0.07, -0.11, -0.56, -0.13, -0.51, 0.01, -0.17, -0.07, 0.11, 0.06, 1.37, 0.11, -0.07, -0.02, -0.07, 0.67, -0.70, 0.41, -0.15, 0.14, -0.24, 0.00, -0.03, -0.23, 0.10, 0.62, -0.20, 0.85, 0.12, -0.35, 0.04, 0.11, 0.02, 0.03, -0.01, 0.13, -0.50, 0.11, 0.12, -0.68, 0.10, 0.10, 0.11, 0.12, -0.05, 0.04, 0.01],
  "e_above_lowest_kj_mol": 59.36,
  "gap_ev": 6.5,
  "total_charge": 0,
  "homo_ha": -0.2888
}